(1)
# C30H29AlB2F4N8O2S3

A molecular structure, C30H29AlB2F4N8O2S3 in a non-equilibrium geometry (the ωB97M-V functional and the def2-TZVPD basis, the OMol25 dataset).

Computed properties:
2S+1: 1
Net charge: 0
E_LUMO: -0.962 eV

Each line ends with the Löwdin charge.
Element x y z (Å)
C  -0.3592  -1.5290  4.7951  0.0237
H  5.6737  2.0075  -0.5058  0.1170
H  -0.7769  4.2873  0.0515  0.1260
N  1.9917  0.2686  -2.8018  -0.1053
O  -0.8459  -0.3300  -1.6577  0.0730
C  -0.3268  2.3101  2.7976  -0.0750
C  -4.1786  -1.8175  -4.0427  0.0091
H  -0.2836  -3.3078  1.8707  0.1092
F  1.0498  -4.4685  0.3588  0.1918
H  -3.8026  0.6918  -0.0412  0.0603
C  -0.4786  -2.6157  3.9746  -0.0141
C  -5.2914  -1.0234  -3.8841  -0.2431
F  -0.4067  -2.6555  -0.1556  0.0888
H  -0.4146  2.0944  -0.9620  0.1250
H  2.4432  -1.3198  -4.1521  0.1197
H  -6.7167  -0.1461  -5.1013  0.0783
H  -0.9873  -2.2628  -3.5691  0.0781
Al  -0.2941  -0.8213  0.0244  -0.2185
S  0.1087  2.8024  6.5062  1.0218
H  -6.1707  0.5388  -2.6632  0.1153
C  -0.3218  -0.1641  2.8263  -0.1065
C  -0.5195  2.1401  0.0884  -0.0749
C  -4.3105  1.1468  -0.8669  -0.0119
C  -2.0607  -0.5792  -1.2689  -0.4466
H  -3.8213  2.1334  -1.0413  0.0949
C  4.2473  1.0035  2.2411  -0.7676
H  -0.1805  -1.6793  5.8853  0.1429
H  -0.5092  -3.6276  4.5008  0.1435
H  6.9932  -0.3350  3.5306  0.0928
C  -0.1577  1.0287  4.9314  -0.3053
C  1.5996  -0.9482  -3.5188  -0.0147
C  -0.0882  2.2589  4.2140  -0.3267
C  2.1275  0.3679  -1.4338  -0.6451
B  2.9258  2.1383  0.3683  -0.4716
H  -0.5269  4.4793  2.4777  0.1371
C  6.0076  0.1529  3.7274  -0.0717
N  4.1759  1.4784  0.9565  0.0023
C  -0.2927  -0.2479  4.2068  -0.0790
C  -6.5493  -1.1190  -4.6896  -0.0353
H  -2.2418  -3.4119  -3.9447  0.0963
C  -0.5931  3.4053  0.6550  -0.0173
H  -1.8992  -3.0543  -2.2830  0.0729
H  1.3245  -1.6847  -2.7696  0.0500
B  -0.0139  -4.1262  -0.4086  -1.2013
H  2.4943  1.5407  -4.4567  0.1317
C  6.3067  0.9538  1.3285  -0.0824
N  -0.2952  1.0321  0.7541  0.1325
H  7.3828  0.8212  1.2809  0.1186
C  -3.0897  -1.6183  -3.2075  -0.1664
C  2.4179  1.4657  -3.3510  -0.0240
H  -7.3586  -1.4914  -4.1790  0.0558
N  2.5897  1.5843  -1.1086  0.0089
H  -5.3617  1.4680  -0.6782  0.0948
C  -0.3177  1.1274  2.1352  -0.1055
C  -0.5044  3.4887  1.9973  0.0478
F  -1.1655  -4.7733  -0.0147  0.1635
O  -2.2121  -0.7741  -0.0474  0.1399
H  5.2653  -0.5661  4.1433  0.0567
F  0.2631  -4.2326  -1.7547  0.1652
N  0.0767  3.3096  4.9922  -0.2160
S  3.0605  0.7915  3.3902  0.6532
C  5.4973  1.5541  0.4601  -0.0565
H  3.1892  3.2738  0.0869  0.0755
C  2.7950  2.2648  -2.2712  -0.0619
S  2.0348  -0.9847  -0.3845  0.9067
C  -0.4116  -2.5080  2.5788  -0.0042
C  -1.9666  -2.6087  -3.2468  -0.0033
H  3.1642  3.2635  -2.2247  0.1057
C  -3.1326  -0.5852  -2.2551  -0.0533
H  2.0498  2.1716  1.0767  0.0263
C  -4.2663  0.1811  -2.0273  -0.1935
N  -0.3544  -1.2913  2.0477  0.1294
H  -6.3395  -1.7517  -5.5696  0.0901
N  5.5321  0.5433  2.3922  -0.1450
N  -0.0576  1.2030  6.2346  -0.2007
H  0.7413  -0.7362  -4.0629  0.0623
H  -4.0272  -2.5513  -4.8243  0.1208
H  6.0662  1.0398  4.4107  0.0973
C  -5.3145  -0.0647  -2.8718  -0.0087


(2)
# C30H29BrN11O2PW

A molecular structure, C30H29BrN11O2PW in a non-equilibrium geometry (the ωB97M-V functional and the def2-TZVPD basis, the OMol25 dataset).

Computed properties:
2S+1: 1
Energy above the lowest of the compared OMol25 structures with the same formula, charge and spin: 88.4 kcal per mole
Net charge: +2
E_LUMO: -7.507 eV

Each line ends with the Löwdin charge.
Element x y z (Å)
C  3.8071  5.1760  1.7816  -0.0433
C  -4.2561  3.1360  -1.8265  0.0063
C  -1.6806  3.8838  -2.4750  -0.0365
H  1.1654  2.3477  1.5197  0.1487
H  2.0994  -5.3122  0.8697  0.1088
Br  2.9474  -1.0124  1.1952  0.8711
C  4.9419  4.6203  3.8334  -0.0369
C  1.4966  1.4084  1.0810  -0.1229
C  -1.9612  -4.1162  -4.0342  -0.0027
H  -2.6814  0.9736  -0.0933  0.0745
C  0.4361  -3.0567  -0.2523  -0.5663
C  -2.7561  4.5553  -3.0330  -0.0613
H  0.1622  -3.7892  2.8544  0.1405
H  0.5187  -5.9260  1.3777  0.1105
H  5.4997  4.9309  4.7013  0.1210
N  3.8542  -0.7689  -2.5144  -0.1098
C  0.1402  0.0323  -4.4096  -0.2725
H  -1.5781  -3.8947  -5.0314  0.1110
H  -2.5803  5.3499  -3.7386  0.1122
H  4.9799  2.5462  4.3490  0.1252
N  -1.9966  -2.9214  -3.2387  -0.1074
C  -3.1731  2.4486  -1.2589  -0.2720
C  -1.0561  -2.5139  -2.3699  -0.5563
H  -3.1734  -0.1324  -2.0772  0.1057
H  4.3057  0.8059  2.8894  0.1164
P  0.6155  -3.2218  -2.0685  1.0973
C  -1.8647  2.8455  -1.5680  -0.1076
C  0.1751  -3.3051  1.8988  -0.0325
H  4.7799  6.6109  3.0505  0.1228
C  4.2229  0.4250  -3.0638  0.0049
N  -0.6595  1.2948  0.0912  -0.0058
C  3.6478  1.4758  2.3552  -0.0211
H  5.1256  0.5558  -3.6263  0.1410
N  -1.0894  2.8300  -6.0310  0.1579
H  -0.4693  -1.2215  2.1998  0.1168
H  3.1603  2.3568  -3.0203  0.1218
H  2.9654  3.5387  0.6948  0.1058
W  0.5825  -0.3995  -1.4896  1.7771
C  3.4900  3.8508  1.5881  -0.0180
H  -3.8698  -2.0769  -3.8450  0.1399
N  0.5578  -0.6986  -3.5553  -0.0640
H  5.6359  -1.7899  -2.8421  0.1049
H  3.5052  5.9203  1.0618  0.1177
C  4.6560  3.2894  3.6363  0.0031
H  0.2419  2.8002  -1.1166  0.1560
H  -0.8897  1.8934  0.8973  0.1538
C  3.9025  2.8698  2.5148  -0.2066
C  3.2460  1.3227  -2.7418  -0.0612
N  -0.2737  0.6170  -5.3930  0.1637
C  2.6776  0.8833  1.5693  -0.5417
H  -5.2475  2.7985  -1.5718  0.1246
N  0.5371  -3.9438  0.7522  -0.1125
C  -0.6987  1.7944  -5.7291  -0.3355
C  -0.6163  2.0827  -1.1708  -0.3749
H  -2.9623  -4.5308  -4.1263  0.1089
C  4.5250  5.5730  2.9086  -0.0149
C  2.6791  -0.6280  -1.8602  -0.3751
H  4.4844  -2.6077  -1.7652  0.0941
N  2.3062  0.6775  -1.9883  -0.1050
C  -2.6288  -1.0126  -2.3603  -0.0573
H  0.8621  -5.6618  -0.3571  0.0855
C  -0.1393  -2.0194  1.5628  -0.1355
O  -0.3495  1.1253  -2.1251  -0.2930
N  0.6592  0.7402  0.2378  -0.1997
C  1.0278  -5.2906  0.6537  0.0024
C  -4.0530  4.1851  -2.6956  -0.0466
H  4.1921  -2.5655  -3.5120  0.1050
C  4.5838  -2.0017  -2.6650  0.0003
H  -0.6750  4.1494  -2.7670  0.1175
N  -1.4160  -1.3324  -1.8128  -0.0926
C  -2.9912  -1.9907  -3.2398  -0.0011
O  -3.4717  1.4080  -0.4473  0.0437
H  -4.8916  4.7162  -3.1200  0.1181
N  0.0441  -1.8531  0.2159  -0.1259
H  -1.3081  -4.8464  -3.5581  0.0798


(3)
# C30H29F5IrN2O4P2S2

A molecular structure, C30H29F5IrN2O4P2S2 (the ωB97M-V functional and the def2-TZVPD basis, the OMol25 dataset).

Computed properties:
2S+1: 2
Energy above the lowest of the compared OMol25 structures with the same formula, charge and spin: 23.9 kcal per mole
Net charge: +2
E_LUMO (spin up / spin down): -7.747 / -7.747 eV

Each line ends with the Löwdin spin population.
Element x y z (Å)
H  2.1450  -4.1973  -1.4313  0.0000
H  -4.3297  -3.9400  0.8356  0.0000
F  0.5266  7.0362  0.1614  0.0233
H  -6.4998  0.7905  -2.1122  0.0000
H  2.7846  -6.6384  -1.5082  0.0000
H  1.8776  -2.4298  0.2805  0.0000
H  -1.6783  -4.9273  -1.1904  0.0000
C  -1.4480  1.6079  -1.0311  0.0015
Ir  -0.6225  -1.5992  -0.0994  0.0000
C  -5.0048  -2.1826  -1.4849  0.0000
C  2.5270  7.9188  -0.6046  -0.0110
H  -2.2005  2.3967  -1.0099  0.0004
C  -5.7465  0.0879  -1.7832  0.0000
C  1.5217  0.4824  0.8256  0.0018
F  4.5647  8.7530  -1.3932  0.0411
S  0.9380  4.2624  -0.7780  0.5790
S  -0.3129  -2.0216  2.1322  0.0000
O  3.4862  3.3707  1.5259  0.0062
F  3.5849  4.2635  -2.1502  0.0196
H  -2.0715  -3.7762  -2.4868  0.0000
C  -3.5875  -0.3512  -0.8225  0.0000
C  1.9871  5.5675  -0.9762  0.0811
C  2.7293  0.7411  -1.6066  -0.0003
F  2.2152  9.1094  -0.1205  -0.0113
C  0.3115  -3.4713  1.3540  0.0000
O  -0.1626  -7.1742  -1.7843  0.0000
C  1.6707  6.8506  -0.4675  0.0822
H  2.6555  0.8690  3.2576  0.0000
H  2.8851  3.6916  3.9877  0.0000
C  -3.8080  -1.7239  -0.9427  0.0000
H  3.9965  2.2075  -0.6550  0.0001
H  -1.2406  1.3425  -2.0676  0.0003
N  2.8270  1.8434  3.0675  0.0002
H  -0.4338  -6.7425  0.8414  0.0000
C  3.7416  7.7403  -1.2601  0.1152
H  -4.4000  1.6212  -1.1513  0.0000
O  2.3504  2.1187  5.2556  0.0000
C  -0.2494  -4.7443  1.5758  0.0000
H  -6.8923  -1.6396  -2.3365  0.0000
H  -0.8926  -4.8977  2.4319  0.0000
H  4.2078  2.6010  4.4628  0.0000
H  -2.7743  -4.4588  1.5039  0.0000
C  1.2291  -3.2935  0.2991  0.0000
N  1.0677  -0.2460  -0.2054  0.0001
H  -2.7697  0.0034  2.1820  0.0000
C  1.6663  -0.1122  -1.3999  0.0001
C  -4.5590  0.5538  -1.2412  0.0000
P  -2.0228  0.1793  -0.1005  0.0001
C  -2.3577  0.7993  1.5620  0.0000
C  3.0236  2.2846  1.8097  0.0038
H  -3.4379  -2.8698  1.9346  0.0000
H  -5.1973  -3.2436  -1.5854  0.0000
H  -1.4337  1.1655  2.0132  0.0000
C  -3.3364  -3.6047  1.1373  0.0000
C  4.0954  6.4942  -1.7793  -0.0075
C  1.4671  -4.3526  -0.6002  0.0000
C  3.1414  2.6577  4.2254  0.0000
C  0.8382  -5.5602  -0.4216  0.0000
C  3.1870  1.5002  -0.5427  0.0023
H  -3.3586  -4.6838  -1.6753  0.0000
H  -0.5389  1.9920  -0.5682  0.0004
C  0.0173  -5.7675  0.7048  0.0000
C  -5.9672  -1.2784  -1.9082  0.0000
H  1.0075  0.3517  1.7680  0.0000
H  1.2692  -0.7140  -2.2120  0.0000
C  0.8599  -6.6451  -1.4633  0.0000
P  -2.5440  -2.8617  -0.3069  0.0000
H  3.1755  0.8191  -2.5876  0.0000
H  2.6753  2.4320  6.1060  0.0000
C  -2.4006  -4.1844  -1.5310  0.0000
H  -3.0737  1.6208  1.5118  0.0000
O  2.0329  -6.9482  -2.0299  0.0000
F  5.2567  6.3499  -2.4004  -0.0099
C  2.5780  1.3645  0.6975  0.0060
C  3.2309  5.4397  -1.6377  0.0750


(4)
# C30H29F5IrN2O4P2S2

A molecular structure, C30H29F5IrN2O4P2S2 (the ωB97M-V functional and the def2-TZVPD basis, the OMol25 dataset).

Computed properties:
2S+1: 2
Energy above the lowest of the compared OMol25 structures with the same formula, charge and spin: 2.9 kcal per mole
Net charge: +2
E_LUMO (spin up / spin down): -7.493 / -8.962 eV

Each line ends with the Löwdin spin population.
Element x y z (Å)
C  1.9339  -0.5468  1.7690  -0.0004
C  -2.6684  2.8202  4.3423  0.0002
C  1.6713  -0.1748  -1.2004  0.0013
H  4.2193  1.8635  2.3300  -0.0001
H  -2.4727  2.6125  -2.4408  0.0016
H  4.1212  -3.4874  -3.4696  0.0000
C  2.7776  -1.6104  1.4645  0.0010
C  2.7266  2.3067  -1.5006  0.0005
H  3.1970  -5.4259  -2.3611  0.0000
C  6.1919  -0.0569  1.6350  0.0002
H  -3.7448  1.8910  -1.4424  0.0029
P  -2.8565  -0.7762  0.8539  0.0079
F  -2.3578  0.8980  3.0892  0.0139
H  -0.1237  1.1132  -3.2691  0.0001
F  -2.9841  4.7698  5.5908  0.0318
C  -1.8716  2.9804  2.0547  0.0517
C  -3.2459  -1.8411  -3.0508  0.0000
H  -0.2777  -0.6570  -3.3482  0.0000
C  -2.8821  -1.1947  -1.8745  0.0024
C  -0.8278  0.2819  -3.3110  0.0007
H  4.8246  -2.2188  1.1922  0.0000
C  -3.2345  -1.7450  -0.6349  0.0028
C  -4.3425  0.2380  1.1106  0.0013
C  -2.6295  4.2085  4.4656  0.0840
H  -3.6273  1.4764  -3.1680  -0.0002
H  2.3660  -2.5944  1.2723  -0.0001
H  -4.7532  0.5191  0.1420  0.0001
O  6.8676  -1.0225  1.4436  0.0005
C  -2.2151  4.9941  3.3944  -0.0087
S  0.1840  -0.8289  1.8545  0.0078
H  -4.1268  1.1341  1.6884  0.0001
H  -3.7585  -2.4197  2.3412  -0.0001
C  -3.0583  1.7079  -2.2670  0.0095
P  -1.9327  0.3425  -1.8820  0.0186
S  -1.3563  2.4572  0.4865  0.4253
C  2.4624  0.6995  2.0828  0.0011
C  -4.2819  -3.5912  -1.7685  0.0004
N  1.0007  0.8739  -0.6894  0.0123
C  4.6859  -0.1585  1.7099  0.0018
H  -1.4210  0.3821  -4.2212  0.0002
H  1.2183  -1.1497  -1.0584  0.0009
C  3.5424  -1.2142  -2.5490  0.0000
H  3.1602  -2.3960  -0.9147  0.0000
C  4.1457  -1.4097  1.4265  -0.0004
F  -1.4500  5.1478  1.2086  0.0149
C  1.5415  2.0903  -0.8211  0.0079
H  -2.9765  -1.4295  -4.0156  0.0000
O  4.0345  -1.0606  -3.6450  0.0001
H  -4.2024  -3.3929  0.3584  0.0000
H  -2.5755  -1.3884  3.1566  0.0000
C  -2.7906  -1.9291  2.2368  -0.0004
H  -4.2254  -3.5407  -3.9108  0.0001
C  3.8368  0.8869  2.0570  -0.0003
H  1.8073  1.5160  2.3618  0.0000
C  -3.9475  -3.0372  -2.9950  0.0012
H  -4.8171  -4.5301  -1.7277  0.0000
C  -3.9329  -2.9459  -0.5892  0.0006
H  4.2993  1.3526  -2.6347  0.0000
N  3.5376  -2.3681  -1.8482  0.0000
C  2.8592  -0.0424  -1.8865  0.0004
C  -1.8456  4.3840  2.2154  0.0617
O  2.9221  -4.5369  -2.1109  0.0000
O  6.7522  1.1563  1.7712  0.0000
C  3.9676  -3.6315  -2.4000  0.0000
H  -5.0921  -0.3521  1.6390  0.0001
H  -2.0182  -2.6796  2.0786  0.0000
F  -2.1761  6.3046  3.5113  -0.0088
C  3.3871  1.2315  -2.0645  0.0000
H  1.0024  2.9175  -0.3810  0.0062
Ir  -0.8981  0.3059  0.2176  0.2028
H  3.1115  3.3129  -1.5884  0.0002
H  4.9031  -3.9496  -1.9336  0.0000
H  6.0990  1.8510  1.9047  0.0000
F  -3.0624  2.0792  5.3599  -0.0050
C  -2.2968  2.2271  3.1575  0.0455


no.,molar mass (u)
1,754.4
2,870.4
3,894.9
4,894.9